1.
Molecular formula: C11H15FO5PdSi
Method: DFT, wB97M-V/def2-TZVPD

Positions of all 34 atoms, in Å:
C1 1.166 3.361 -0.081
Si1 -0.437 2.240 0.094
C2 -1.911 3.358 -0.486
C3 -0.561 1.826 1.987
O1 -0.291 0.830 -0.947
C4 -1.589 0.181 -1.195
C5 -1.449 -1.454 -1.523
C6 0.158 -1.777 -1.482
C7 0.902 -2.083 -0.231
C8 0.095 -2.113 1.190
C9 0.891 -2.802 2.444
O2 0.352 -2.654 3.687
F1 2.124 -3.623 2.376
C10 2.468 -2.281 -0.651
O3 3.590 -2.473 0.044
O4 2.656 -2.165 -2.110
C11 1.296 -1.850 -2.658
O5 0.977 -1.685 -3.962
H1 0.885 4.422 0.351
H2 1.994 2.926 0.658
H3 1.578 3.380 -1.176
H4 -1.692 3.606 -1.631
H5 -1.959 4.345 0.158
H6 -2.898 2.723 -0.459
H7 -0.117 2.781 2.548
H8 0.110 0.922 2.322
H9 -1.679 1.743 2.362
H10 -2.378 0.375 -0.348
H11 -2.023 0.643 -2.207
H12 -1.928 -1.694 -2.570
H13 -2.070 -2.035 -0.706
H14 -0.308 -1.025 1.436
H15 -0.882 -2.772 1.008
Pd1 2.928 -5.180 1.758

## Properties
Total energy ... -35931.1272 eV
2S+1 ... 1
Gap between HOMO and LUMO ... 0.0689 Ha
Net charge ... +2
HOMO level ... -0.57317 Eh
Lowest unoccupied orbital energy ... -13.723 eV
Molecular weight ... 380.740 g mol⁻¹

natural (NBO) atomic charge list, values in e, 6 entries: atom 1 (C): -1.091, atom 2 (Si): 1.859, atom 3 (C): -1.050, atom 4 (C): -1.174, atom 5 (O): -0.841, atom 6 (C): -0.093

2.
Molecular formula: C6H14O
Method: DFT, wB97M-V/def2-TZVPD

Positions of all 21 atoms, in Å:
C1 -1.861 -2.807 -2.175
C2 -1.897 -1.916 -0.914
C3 -0.884 -1.200 -0.470
C4 -0.905 0.180 0.350
C5 0.258 1.096 -0.025
C6 1.701 0.529 0.303
H1 -2.010 -3.936 -2.004
H2 -2.773 -2.400 -2.743
H3 -0.953 -2.547 -2.760
H4 -2.813 -1.671 -0.444
H5 0.116 -1.547 -0.505
H6 -0.874 -0.026 1.479
H7 -1.900 0.566 0.168
H8 0.159 2.065 0.624
H9 0.169 1.607 -0.975
H10 1.863 -0.564 -0.006
H11 2.392 1.219 -0.191
H12 1.869 0.516 1.378
O1 2.557 3.890 2.763
H13 2.331 3.379 3.613
H14 3.455 3.567 2.532

## Properties
Total energy ... -8494.5692 eV
2S+1 ... 1
Gap between HOMO and LUMO ... 0.3544 Ha
Relative energy (zero: lowest compared OMol25 entry of this formula, charge and spin) ... 224.1 kJ/mol
HOMO level ... -0.32533 Eh
Lowest unoccupied orbital energy ... 0.790 eV
Molecular weight ... 102.177 g mol⁻¹

natural (NBO) atomic charge list, values in e, 6 entries: atom 1 (C): -0.643, atom 2 (C): -0.199, atom 3 (C): -0.174, atom 4 (C): -0.434, atom 5 (C): -0.406, atom 6 (C): -0.612

3.
Molecular formula: C5H7NS
Method: DFT, wB97M-V/def2-TZVPD

Positions of all 14 atoms, in Å:
C1 2.336 0.086 0.183
C2 0.994 0.060 -0.278
N1 0.190 0.953 -0.608
C3 -1.166 0.548 -0.628
C4 -1.768 0.071 0.681
C5 -1.346 -0.927 -0.347
S1 0.347 -1.592 -0.128
H1 2.950 0.804 -0.480
H2 2.701 -0.898 0.115
H3 2.378 0.526 1.314
H4 -1.863 1.057 -1.351
H5 -0.971 0.277 1.507
H6 -2.725 0.405 0.884
H7 -2.055 -1.370 -0.864

## Properties
Total energy ... -17621.7677 eV
2S+1 ... 1
Gap between HOMO and LUMO ... 0.3534 Ha
Relative energy (zero: lowest compared OMol25 entry of this formula, charge and spin) ... 181.2 kJ/mol
HOMO level ... -0.32053 Eh
Lowest unoccupied orbital energy ... 0.894 eV
Molecular weight ... 113.185 g mol⁻¹

natural (NBO) atomic charge list, values in e, 6 entries: atom 1 (C): -0.665, atom 2 (C): 0.150, atom 3 (N): -0.424, atom 4 (C): -0.073, atom 5 (C): -0.423, atom 6 (C): -0.356

4.
Molecular formula: C7H12NO2P
Method: DFT, wB97M-V/def2-TZVPD

Positions of all 23 atoms, in Å:
C1 -2.944 0.705 -0.184
C2 1.550 1.216 -0.586
C3 -0.776 -1.758 0.307
C4 0.700 1.849 0.454
C5 1.910 1.993 -1.798
C6 -1.266 -1.477 1.714
C7 0.366 -2.647 0.060
N1 -3.402 1.079 0.809
O1 2.035 0.149 -0.326
O2 -1.130 -1.168 -0.742
P1 -2.114 -0.121 -1.508
H1 0.790 1.447 1.433
H2 -0.484 1.789 0.277
H3 0.814 2.927 0.445
H4 1.044 2.286 -2.476
H5 2.717 1.539 -2.386
H6 2.303 3.065 -1.687
H7 -0.362 -1.267 2.275
H8 -1.698 -2.291 2.126
H9 -2.071 -0.787 1.793
H10 0.408 -3.433 0.837
H11 1.260 -1.984 0.173
H12 0.348 -3.112 -1.011

## Properties
Total energy ... -22324.3053 eV
2S+1 ... 1
Gap between HOMO and LUMO (spin up / spin down) ... 0.2597 / 0.2598 Ha
Relative energy (zero: lowest compared OMol25 entry of this formula, charge and spin) ... 259.6 kJ/mol
HOMO level (spin up / spin down) ... -0.26719 / -0.26722 Eh
Lowest unoccupied orbital energy (spin up / spin down) ... -0.203 / -0.201 eV
Molecular weight ... 173.152 g mol⁻¹

natural (NBO) atomic charge list, values in e, 6 entries: atom 1 (C): -0.132, atom 2 (C): 0.585, atom 3 (C): 0.579, atom 4 (C): -0.735, atom 5 (C): -0.746, atom 6 (C): -0.711

5.
Molecular formula: C2H3N2S2
Method: DFT, wB97M-V/def2-TZVPD

Positions of all 9 atoms, in Å:
C1 -0.202 -0.851 -0.370
C2 -1.559 -2.171 0.359
N1 -1.317 -0.896 0.521
N2 0.817 0.024 -0.525
S1 -4.257 -2.336 -1.811
S2 -0.585 -2.437 -1.129
H1 -1.290 -0.303 1.435
H2 1.007 0.880 0.132
H3 1.635 -0.350 -1.016

## Properties
Total energy ... -26759.5318 eV
2S+1 ... 1
Gap between HOMO and LUMO (spin up / spin down) ... 0.2659 / 0.2663 Ha
Net charge ... +1
Relative energy (zero: lowest compared OMol25 entry of this formula, charge and spin) ... 599.9 kJ/mol
HOMO level (spin up / spin down) ... -0.48117 / -0.48117 Eh
Lowest unoccupied orbital energy (spin up / spin down) ... -5.859 / -5.846 eV
Molecular weight ... 119.194 g mol⁻¹

natural (NBO) atomic charge list, values in e, 6 entries: atom 1 (C): 0.402, atom 2 (C): 0.133, atom 3 (N): -0.634, atom 4 (N): -0.700, atom 5 (S): 0.029, atom 6 (S): 0.388

6.
Molecular formula: H14NO5
Method: DFT, wB97M-V/def2-TZVPD

Positions of all 20 atoms, in Å:
N1 1.195 0.262 -0.198
H1 1.879 -0.126 0.410
H2 0.552 -0.559 -0.548
H3 1.694 0.731 -1.017
H4 0.613 0.898 0.349
H5 1.982 -3.667 0.970
H6 1.157 -4.052 -0.438
O1 1.461 -3.238 0.197
H7 -0.512 -0.376 2.594
H8 -0.149 -1.714 1.989
O2 0.233 -0.851 2.277
H9 2.013 2.714 -3.322
H10 0.773 2.354 -2.378
O3 1.536 1.987 -2.840
H11 -2.774 -1.795 2.542
H12 -4.248 -2.185 2.747
O4 -3.660 -1.488 2.319
H13 -1.824 3.401 -1.366
H14 -0.967 4.255 -2.414
O5 -0.952 3.451 -1.873

## Properties
Total energy ... -11948.3119 eV
2S+1 ... 1
Gap between HOMO and LUMO ... 0.3990 Ha
Net charge ... +1
Relative energy (zero: lowest compared OMol25 entry of this formula, charge and spin) ... 203.6 kJ/mol
HOMO level ... -0.52601 Eh
Lowest unoccupied orbital energy ... -3.455 eV
Molecular weight ... 108.114 g mol⁻¹

natural (NBO) atomic charge list, values in e, 6 entries: atom 1 (N): -0.883, atom 2 (H): 0.455, atom 3 (H): 0.475, atom 4 (H): 0.483, atom 5 (H): 0.452, atom 6 (H): 0.498

7.
Molecular formula: C3H4N2OS
Method: DFT, wB97M-V/def2-TZVPD

Positions of all 11 atoms, in Å:
C1 -0.775 -0.675 -0.381
C2 0.324 -1.627 1.769
C3 -0.209 -1.192 0.664
N1 -1.429 -0.368 -1.347
N2 -0.024 1.807 -1.400
O1 1.869 1.748 0.160
S1 0.406 1.743 0.027
H1 1.009 -1.083 2.506
H2 -0.141 -2.584 2.110
H3 -1.385 0.508 -1.794
H4 0.355 1.723 -2.314

## Properties
Total energy ... -19034.1407 eV
2S+1 ... 1
Gap between HOMO and LUMO ... 0.3056 Ha
Relative energy (zero: lowest compared OMol25 entry of this formula, charge and spin) ... 473.5 kJ/mol
HOMO level ... -0.32098 Eh
Lowest unoccupied orbital energy ... -0.418 eV
Molecular weight ... 116.145 g mol⁻¹

natural (NBO) atomic charge list, values in e, 6 entries: atom 1 (C): 0.318, atom 2 (C): -0.330, atom 3 (C): -0.193, atom 4 (N): -0.584, atom 5 (N): -1.087, atom 6 (O): -0.886

8.
Molecular formula: C4H9OP
Method: DFT, wB97M-V/def2-TZVPD

Positions of all 15 atoms, in Å:
C1 -1.768 0.152 -1.188
P1 -0.549 0.637 0.027
C2 -0.546 -0.837 1.013
O1 -1.528 1.492 1.051
H1 -1.493 -0.551 -1.936
H2 -2.342 -0.511 -0.546
H3 -2.075 1.072 -1.735
H4 -0.007 -0.490 2.018
H5 -1.573 -1.147 1.398
H6 0.061 -1.642 0.677
H7 -1.981 2.307 0.837
C3 3.626 0.431 -0.387
C4 3.211 -0.690 -0.284
H8 3.902 1.445 -0.620
H9 3.062 -1.667 -0.326

## Properties
Total energy ... -15627.1943 eV
2S+1 ... 1
Gap between HOMO and LUMO ... 0.3369 Ha
Relative energy (zero: lowest compared OMol25 entry of this formula, charge and spin) ... 235.4 kJ/mol
HOMO level ... -0.29984 Eh
Lowest unoccupied orbital energy ... 1.009 eV
Molecular weight ... 104.089 g mol⁻¹

natural (NBO) atomic charge list, values in e, 6 entries: atom 1 (C): -1.016, atom 2 (P): 1.103, atom 3 (C): -1.011, atom 4 (O): -1.018, atom 5 (H): 0.240, atom 6 (H): 0.238

9.
Molecular formula: CHF3NO3SZn
Method: DFT, wB97M-V/def2-TZVPD

Positions of all 11 atoms, in Å:
Zn1 2.412 -0.483 0.359
O1 1.463 0.686 1.621
N1 0.368 1.268 1.287
S1 -0.103 0.756 -0.310
O2 0.980 -0.114 -0.863
O3 -0.608 1.861 -1.105
C1 -1.554 -0.411 -0.065
F1 -1.100 -1.622 0.182
F2 -2.270 0.021 0.951
F3 -2.284 -0.416 -1.162
H1 3.092 -1.267 1.658

## Properties
Total energy ... -76087.1120 eV
2S+1 ... 2
Gap between HOMO and LUMO (spin up / spin down) ... 0.3294 / 0.3246 Ha
HOMO level (spin up / spin down) ... -0.35075 / -0.36384 Eh
Lowest unoccupied orbital energy (spin up / spin down) ... -0.581 / -1.068 eV
⟨S²⟩ ... 0.754
Molecular weight ... 229.474 g mol⁻¹

natural (NBO) atomic charge list, values in e, 6 entries: atom 1 (Zn): 1.346, atom 2 (O): -0.587, atom 3 (N): -0.275, atom 4 (S): 1.991, atom 5 (O): -1.063, atom 6 (O): -0.848